Density functional theory data (ωB97M-V with the def2-TZVPD basis set) for a single C4H12N4O molecule.

The geometry in XYZ format:
```
21
Properties=species:S:1:pos:R:3:forces:R:3:mulliken_charge:R:1
C -2.440 -0.323 -0.298 0.19 -0.22 0.28 -0.99
N -1.123 0.157 0.079 1.14 0.78 0.73 0.16
C 0.136 0.301 -1.026 0.34 0.02 0.81 -0.07
O -1.238 1.437 0.676 -0.05 -1.34 -0.44 -0.52
N 0.190 1.555 -1.480 0.44 0.36 -0.04 -1.01
H -0.793 2.000 -0.034 0.28 -0.06 -0.35 0.37
H 0.185 1.639 -2.488 -0.44 -0.09 0.13 0.17
H 0.014 -0.551 -1.706 -0.13 -0.01 -0.02 0.43
H -3.089 -0.326 0.578 -0.03 -0.02 -0.06 0.30
H -2.333 -1.336 -0.686 0.00 0.02 0.02 0.35
H -2.874 0.326 -1.063 0.12 0.03 0.02 0.30
C 2.275 -0.991 -0.363 -0.02 0.12 0.16 -1.49
N 0.343 -0.285 2.279 -0.22 0.02 -0.19 -0.38
C 1.160 -0.085 0.124 -0.42 0.31 -1.07 0.56
N 0.282 -0.761 1.052 -1.40 0.26 0.22 -0.11
H -0.316 -0.717 2.914 0.13 -0.02 -0.07 0.26
H 0.417 0.729 2.387 0.06 -0.08 -0.16 0.26
H 1.551 0.854 0.533 -0.06 -0.05 0.01 0.30
H 2.973 -1.217 0.444 0.06 -0.04 -0.08 0.36
H 2.807 -0.480 -1.168 0.03 0.00 0.07 0.36
H 1.872 -1.926 -0.753 -0.03 0.01 0.03 0.38
```
Forces are in eV/Å.

---

Density functional theory data (ωB97M-V with the def2-TZVPD basis set) for 2 unconnected molecules or ions with the total composition C4H12N4O.

The geometry in XYZ format:
```
21
Properties=species:S:1:pos:R:3:forces:R:3:mulliken_charge:R:1
C 0.239 -1.547 -0.971 0.81 0.21 1.06 -0.03
C 0.180 -3.554 -2.274 1.64 -0.64 -0.19 -0.75
C -0.848 3.330 0.942 1.22 -1.33 -1.01 -0.60
C 0.003 4.426 1.505 0.77 -3.24 2.29 0.31
N -0.266 -0.783 0.042 -1.13 -2.06 0.94 -0.29
N 0.301 -2.837 -0.983 -1.10 -0.58 1.20 0.51
N 0.108 -3.582 0.126 -0.52 0.41 3.08 -0.62
N -0.115 0.317 0.504 0.73 1.72 0.38 -0.17
O 0.856 4.084 2.463 -2.41 0.35 -2.98 -0.28
H 0.396 -1.005 -1.831 0.28 0.58 -2.34 0.44
H 0.987 -3.207 -2.944 -0.29 -0.41 0.40 0.33
H 0.248 -4.637 -2.065 0.11 0.68 -0.29 0.30
H -0.754 -3.309 -2.719 -0.89 0.12 -0.15 0.37
H -0.367 2.267 0.884 -0.48 2.42 0.47 0.10
H -1.615 3.098 1.678 -0.44 0.37 0.43 0.33
H -0.144 5.456 1.277 0.15 0.89 -0.30 0.42
H -1.348 3.487 -0.050 0.55 0.55 1.07 0.38
H -0.068 -3.151 1.093 0.50 -0.14 -2.46 0.27
H 0.143 -4.609 0.228 0.18 0.89 -1.40 0.26
H 0.727 0.928 0.260 0.01 -1.47 -0.51 0.29
H 1.338 4.829 2.838 0.31 0.66 0.31 0.42
```
Forces are in eV/Å.

As for the charge: +2.

---

What are the F_max values for these records? In order: 1.6, 4.0 eV/A.
What are the ΔE to the lowest compared entry with this formula, charge and spin values for these records? In order: 6.154, 3.888 eV.